[1]
79
Properties=species:S:1:pos:R:3:forces:R:3 method="wB97M-V/def2-TZVPD" total_charge=-2 e_tot_ha=-5641.98981 de_lowest_kcal_mol=0.00 spin_multiplicity=1
Sn -0.05680 1.54448 0.08921 -0.049 0.009 0.053
C 2.09442 2.03667 4.46455 0.005 -0.008 -0.028
C 1.46133 2.28202 3.10756 0.041 -0.035 0.021
S 1.51998 0.87528 2.03615 -0.033 0.026 0.003
C 0.94259 3.47747 2.79118 -0.114 0.124 -0.170
C 0.95266 4.61595 3.78562 0.018 -0.005 -0.007
S 0.16959 3.91132 1.25360 0.080 -0.130 0.168
H 2.43942 1.00610 4.53238 -0.003 0.001 0.018
H 1.38482 2.20814 5.28078 0.007 0.006 0.009
H 2.95771 2.68903 4.63465 0.003 -0.002 0.015
H 1.77580 4.54314 4.49995 -0.012 -0.002 0.012
H 0.01502 4.64569 4.35311 0.000 0.010 0.002
H 1.03750 5.56640 3.25711 0.006 0.007 0.009
N -3.81842 4.75544 -1.95298 0.047 -0.009 0.047
C -2.79396 5.41460 -2.60176 -0.058 0.049 0.001
C -2.70951 6.66447 -3.20522 0.020 0.006 -0.002
C -1.48803 6.99620 -3.76516 -0.025 0.001 0.003
C -0.39610 6.11529 -3.72193 0.016 -0.005 0.002
C -0.48656 4.87283 -3.12303 -0.001 -0.035 -0.031
C -1.71364 4.52346 -2.56331 0.060 -0.020 0.050
N -2.07760 3.35520 -1.90983 0.024 0.062 -0.200
C -3.31533 3.53027 -1.57002 -0.079 -0.039 0.073
C -4.12641 2.56356 -0.82758 -0.017 -0.012 0.039
C -5.16352 2.86777 0.00321 0.008 -0.028 0.032
S -5.76704 1.43658 0.71840 0.053 -0.047 -0.029
C -4.58988 0.52151 -0.16482 -0.085 0.039 0.064
N -3.82130 1.22926 -0.91973 0.028 -0.036 -0.068
H -4.75658 5.07933 -1.80935 0.004 -0.022 -0.023
H -3.55004 7.34757 -3.23198 0.005 0.007 -0.002
H -1.37191 7.96153 -4.24371 0.006 0.002 0.000
H 0.54349 6.42031 -4.16512 0.000 0.007 -0.002
H 0.34425 4.17749 -3.06646 0.001 -0.001 0.010
H -5.54381 3.83695 0.28075 0.030 0.025 -0.023
H -4.50754 -0.55397 -0.04404 0.034 0.002 -0.016
N 0.10241 1.01631 -3.56675 0.022 0.003 -0.050
C 1.23952 0.66071 -2.71154 -0.004 -0.004 0.081
N 2.39956 0.40187 -3.57521 0.005 0.070 -0.066
S 1.65485 2.12040 -1.67257 0.019 0.028 0.023
H -0.28469 0.14077 -3.91011 -0.036 -0.007 0.022
H -0.61717 1.40763 -2.96376 -0.025 -0.009 -0.018
H 2.29186 -0.55164 -3.91452 0.011 -0.005 0.007
H 3.20681 0.37816 -2.96113 0.005 -0.050 0.011
S 0.85123 -0.82874 -1.67321 -0.024 0.032 0.067
Cl -0.09039 -7.79722 -1.93665 0.005 0.000 -0.004
C 0.24895 -6.40733 -0.92844 -0.004 0.001 0.010
C 0.44181 -5.16744 -1.50648 -0.002 0.014 0.004
C 0.71176 -4.09020 -0.67866 0.157 0.054 0.051
C 0.77920 -4.21840 0.70425 -0.019 0.033 0.015
C 1.06730 -2.95971 1.49665 0.015 -0.038 -0.003
C -0.09525 -2.48444 2.38110 -0.034 0.013 -0.039
N -1.41440 -2.71863 1.81184 -0.014 0.124 0.017
C -2.21263 -3.81331 2.03360 -0.016 -0.069 0.064
C -3.36639 -3.58093 1.34692 0.002 0.061 -0.018
N -3.30045 -2.36799 0.70645 0.026 -0.028 -0.003
C -2.11293 -1.88327 1.00335 -0.057 0.008 -0.146
O 2.19683 -3.13361 2.34609 0.034 0.060 -0.016
C 3.34086 -2.37765 1.94666 0.030 -0.082 -0.060
C 3.85820 -2.79918 0.59764 -0.050 0.004 -0.027
C 4.20688 -1.95111 -0.41398 -0.034 -0.082 0.174
Cl 4.21695 -0.24638 -0.36476 -0.006 -0.020 -0.038
S 4.66150 -2.78600 -1.84389 0.045 0.026 0.010
C 4.41698 -4.30602 -1.08604 -0.010 -0.030 -0.054
C 3.98865 -4.16416 0.19314 0.027 0.063 0.043
C 0.58965 -5.48649 1.23787 0.029 0.029 0.048
Cl 0.68670 -5.76672 2.96276 -0.010 -0.028 -0.011
C 0.32690 -6.58894 0.44100 -0.002 -0.014 0.002
H 0.39503 -5.03792 -2.57873 0.000 -0.005 0.000
H 0.94035 -3.10828 -1.08993 -0.190 -0.114 -0.252
H 1.26379 -2.16960 0.76213 0.016 0.001 -0.002
H 0.03726 -1.41201 2.53264 -0.013 0.005 0.098
H -0.04470 -2.98754 3.34538 0.007 -0.020 -0.013
H -1.89343 -4.63234 2.65442 0.021 0.007 0.000
H -4.23746 -4.21188 1.27441 -0.003 -0.014 0.015
H -1.70872 -0.94686 0.63608 0.048 -0.014 0.058
H 4.08165 -2.57896 2.72444 0.015 0.029 -0.018
H 3.11165 -1.31018 1.95130 0.001 0.043 -0.011
H 4.56792 -5.21816 -1.64086 -0.014 -0.006 0.012
H 3.72987 -4.99054 0.84118 0.008 -0.014 -0.006
H 0.18117 -7.56344 0.88378 -0.002 -0.002 -0.006

***

[2]
132
Properties=species:S:1:pos:R:3:forces:R:3 method="wB97M-V/def2-TZVPD" total_charge=0 e_tot_ha=-28704.94947 spin_multiplicity=1
C 2.47885 -2.57116 4.30715 0.384 -0.059 0.670
C 1.83065 -3.95765 4.80377 0.051 0.635 -0.645
C 1.22884 -4.87981 3.64376 -3.904 -2.070 0.886
O 0.16533 -5.52451 3.90310 4.149 2.612 -1.288
O 1.74207 -5.01819 2.32199 0.710 0.443 2.876
C 3.19232 -5.09385 2.29674 1.478 0.056 -1.477
C 3.58318 -5.64872 0.80801 -1.173 0.088 1.595
C 4.16441 -4.50969 -0.16621 1.802 -3.726 -2.873
C 3.16390 -3.53999 -0.96019 -1.540 -0.239 -0.057
F 3.62653 -3.17416 -2.26688 -0.721 -0.745 3.266
F 1.95387 -4.29648 -1.17662 2.649 1.701 0.470
C 2.74423 -2.19628 -0.19193 -1.655 1.330 -0.776
F 1.94561 -2.38885 0.96081 2.012 -0.063 -2.589
F 1.92369 -1.44739 -1.11816 1.853 -1.531 2.125
C 3.96057 -1.22769 0.20335 1.140 0.942 1.056
F 4.43887 -1.55536 1.52357 -1.125 0.421 -3.292
F 5.04189 -1.23926 -0.70820 -2.565 -0.340 2.038
C 3.48928 0.33214 0.32111 1.145 1.683 1.269
F 3.43793 0.99428 -0.92289 -0.333 -2.102 3.371
F 4.51963 0.96774 1.09595 -2.643 -1.365 -2.146
F 2.30081 0.47367 1.09588 2.749 -0.313 -2.504
C 4.74951 -5.42246 -1.38732 -0.131 -2.597 0.075
O 5.99387 -4.82617 -1.88539 -1.119 1.925 3.222
C 6.43611 -4.06241 -0.76684 3.103 1.271 -0.019
O 7.55393 -3.52419 -0.64740 -5.183 -2.476 -0.556
O 5.44132 -4.00368 0.29441 -0.022 0.454 -1.950
H 1.84531 -2.05699 3.50260 1.058 -0.894 1.078
H 2.50679 -1.86822 5.21671 -0.046 -1.032 -1.372
H 3.57708 -2.71733 3.98577 -1.882 0.373 0.269
H 0.94191 -3.67247 5.48657 1.412 -0.960 -1.215
H 2.59259 -4.57648 5.39771 -1.150 0.893 -0.831
H 3.70846 -4.05914 2.36828 -1.035 -1.656 0.326
H 3.60426 -5.81876 3.09838 -0.785 1.245 -1.254
H 2.61886 -6.13786 0.39711 1.586 1.067 0.377
H 4.32112 -6.52702 0.94843 -0.823 1.871 -0.491
H 3.95662 -5.73530 -2.14663 1.375 1.217 0.479
H 5.13391 -6.44810 -1.01554 -0.923 1.667 -0.014
C -3.65623 -5.75720 4.10972 0.094 -0.058 0.177
Cl -4.42964 -5.27408 2.59246 0.052 -0.064 -0.005
Cl -3.81461 -4.47945 5.32329 0.039 -0.078 -0.122
Cl -4.35226 -7.26940 4.70502 -0.006 0.170 -0.067
H -2.59592 -5.91883 3.91835 -0.169 0.064 0.031
C -5.77608 -1.95283 1.32000 -0.123 -0.030 -0.004
Cl -6.65406 -1.55072 2.80291 0.138 -0.104 -0.183
Cl -6.88301 -2.01730 -0.05887 0.053 -0.307 0.186
Cl -4.47485 -0.78386 1.03055 0.234 -0.389 0.337
H -5.32626 -2.93720 1.44274 -0.079 0.283 -0.001
C -0.25872 3.01744 0.26639 0.006 -0.145 -0.002
Cl -0.28108 3.44149 -1.45062 -0.259 -0.027 0.209
Cl 0.44611 4.32948 1.22240 -0.095 -0.165 -0.067
Cl -1.89067 2.64237 0.83213 0.130 0.000 -0.025
H 0.35993 2.13035 0.39246 -0.099 0.188 -0.032
C 0.24925 -0.91881 -4.64323 0.024 0.025 0.042
Cl 0.05164 0.50722 -3.60820 -0.012 -0.190 -0.119
Cl 0.31931 -0.47121 -6.35449 -0.066 -0.048 0.354
Cl 1.70357 -1.81567 -4.18582 -0.182 0.039 -0.114
H -0.61308 -1.56648 -4.49595 0.183 0.142 -0.021
C 3.04712 5.42086 -1.18639 -0.054 -0.157 -0.124
Cl 4.65435 5.99636 -0.71736 -0.266 -0.015 0.031
Cl 2.53164 6.17918 -2.69987 0.001 -0.008 0.108
Cl 3.03862 3.65929 -1.34173 0.245 0.383 0.033
H 2.34190 5.70006 -0.40560 0.168 -0.045 -0.150
C 7.17011 4.32446 -2.87625 0.005 -0.046 0.088
Cl 6.87362 2.63812 -2.42981 -0.026 0.181 -0.015
Cl 8.80328 4.81486 -2.40427 -0.167 0.000 -0.026
Cl 6.92827 4.55828 -4.61440 -0.022 0.030 0.069
H 6.45671 4.95161 -2.34347 0.159 -0.171 -0.145
C -1.18680 -10.16248 5.51762 -0.015 0.302 -0.034
Cl -1.12810 -8.73029 4.48020 0.132 -0.135 0.050
Cl 0.36208 -10.39846 6.34091 -0.281 0.183 -0.132
Cl -2.50117 -10.02464 6.69512 0.077 -0.086 -0.084
H -1.37760 -11.03005 4.89248 0.046 0.228 0.177
C -0.47417 7.84588 0.17245 -0.196 0.067 -0.040
Cl -0.36769 9.27499 -0.86463 0.006 -0.186 0.069
Cl 1.05961 7.57161 1.01315 -0.052 0.159 -0.057
Cl -1.79726 8.01726 1.33344 0.197 -0.092 -0.083
H -0.67944 6.98045 -0.45603 0.075 0.132 0.138
C 5.67009 8.39037 2.44862 0.006 0.012 0.009
Cl 6.49166 8.20199 0.89281 0.069 0.083 0.196
Cl 6.31393 9.78461 3.32684 -0.052 -0.162 -0.056
Cl 3.92376 8.55600 2.21394 0.198 -0.014 0.053
H 5.85282 7.49692 3.04277 -0.038 0.189 -0.134
C -7.02831 1.65448 -2.02531 0.019 0.074 0.106
Cl -8.56656 2.17341 -1.32143 0.216 0.006 -0.117
Cl -5.95992 1.00382 -0.77396 -0.233 0.563 -0.495
Cl -7.29925 0.45312 -3.29735 0.050 0.078 0.039
H -6.54587 2.52244 -2.47107 -0.135 -0.184 0.060
C -5.10949 10.43428 -0.16003 0.045 0.015 0.028
Cl -3.75122 11.50743 0.20622 -0.128 -0.080 -0.063
Cl -4.52959 8.90814 -0.84181 -0.129 0.129 -0.036
Cl -6.07750 10.13867 1.29153 0.046 0.029 -0.142
H -5.74155 10.92179 -0.89985 0.134 -0.110 0.164
C -9.72561 -1.96771 5.82007 -0.104 -0.058 -0.049
Cl -10.60136 -1.56767 7.30484 0.138 -0.060 -0.073
Cl -10.83262 -2.02968 4.44188 0.150 -0.024 0.132
Cl -8.43287 -0.79516 5.52698 -0.052 -0.053 0.107
H -9.27479 -2.95099 5.94233 -0.070 0.215 -0.019
C 0.65748 1.72569 -9.34403 -0.001 -0.070 -0.137
Cl 2.26233 2.30827 -8.87820 -0.130 0.013 0.071
Cl 0.16789 2.42538 -10.89342 0.017 -0.021 0.177
Cl 0.63589 -0.03931 -9.42395 0.014 0.118 -0.202
H -0.05431 2.04151 -8.58553 0.156 -0.057 -0.104
C 5.26614 1.50923 -11.21324 0.023 -0.012 -0.025
Cl 6.87161 2.09115 -10.74878 -0.144 -0.026 0.000
Cl 4.77449 2.20873 -12.76237 -0.003 -0.040 0.159
Cl 5.24378 -0.25829 -11.29332 -0.041 0.155 0.045
H 4.55437 1.82606 -10.45380 0.127 -0.080 -0.174
C -0.19872 -14.13642 6.29552 0.156 -0.051 0.159
Cl 1.38253 -13.47883 6.74114 -0.098 -0.339 0.002
Cl -0.76745 -13.42741 4.77700 0.010 -0.239 -0.001
Cl -0.12182 -15.89857 6.16146 -0.058 0.177 0.026
H -0.90925 -13.88344 7.08049 0.138 -0.023 -0.183
C -1.51356 4.10650 -5.85475 -0.040 -0.068 0.106
Cl -2.60304 2.71219 -5.86082 0.078 0.130 0.001
Cl -0.27707 3.92517 -4.60278 -0.044 0.152 -0.265
Cl -0.76556 4.31931 -7.44328 -0.057 0.118 0.101
H -2.09802 4.99717 -5.63159 0.127 -0.185 -0.066
C -6.81405 -1.19282 9.09317 -0.011 0.018 0.035
Cl -5.47827 -0.08581 9.44169 -0.126 -0.069 -0.068
Cl -6.20518 -2.70497 8.40447 -0.090 0.113 -0.022
Cl -7.75579 -1.51095 10.55708 0.041 0.038 -0.153
H -7.46761 -0.72163 8.36081 0.127 -0.109 0.134
C 4.59026 7.20527 -5.93038 0.027 0.027 0.012
Cl 5.41191 7.01756 -7.48643 -0.057 -0.048 0.162
Cl 5.23235 8.60047 -5.05212 -0.049 -0.171 -0.026
Cl 2.84366 7.36893 -6.16588 0.087 -0.057 0.037
H 4.77387 6.31203 -5.33561 -0.043 0.183 -0.110
C -10.51780 5.62978 -0.04408 0.057 -0.022 -0.028
Cl -10.80958 3.94028 0.39344 -0.103 0.193 0.058
Cl -8.88523 6.12198 0.42875 -0.151 -0.012 -0.016
Cl -10.76254 5.87383 -1.77961 -0.012 0.001 0.151
H -11.23195 6.25089 0.49322 0.153 -0.141 -0.117

***

Values of largest force on an atom, in order: 0.00652, 0.11223, all in hartree/bohr.
Values of LUMO level, in order: 3.700, -0.063, all in eV.
Values of orbital gap, in order: 4.2826, 10.7296, all in eV.